8
Properties=species:S:1:pos:R:3:mulliken_charge:R:1 method="wB97M-V/def2-TZVPD" energy_ha=-738.41767 charge=0 e_lumo_ha=0.009 orbital_gap_ev=10.971 max_force_ev_per_a=6.39
C -0.695 -0.520 -0.961 0.322
O 0.025 1.087 1.234 -0.450
O 1.899 -0.485 1.727 -0.403
O 0.182 -0.983 -0.224 -0.319
O -1.060 0.617 -1.146 -0.613
S 1.234 0.239 0.713 0.731
H -1.066 -1.347 -1.757 0.288
H -0.519 1.393 0.416 0.443

9
Properties=species:S:1:pos:R:3:mulliken_charge:R:1 method="wB97M-V/def2-TZVPD" energy_ha=-1136.47802 charge=-2 e_lumo_ha=0.214 orbital_gap_ev=5.774 max_force_ev_per_a=2.81
C 0.747 -2.292 -0.198 -0.279
O 0.578 -5.053 0.546 -0.662
O -0.894 1.194 -1.994 -0.651
O 1.935 -3.092 -0.475 -0.241
O 0.189 2.182 -0.108 -0.651
S 0.696 -4.065 -0.624 0.234
S -0.141 0.896 -0.729 0.303
H 0.523 -1.765 -1.190 -0.043
H -1.188 0.488 0.220 -0.009

9
Properties=species:S:1:pos:R:3:mulliken_charge:R:1 method="wB97M-V/def2-TZVPD" energy_ha=-757.01764 charge=-1 e_lumo_ha=0.144 orbital_gap_ev=8.940 smiles="O=C([O-])OP(O)O" max_force_ev_per_a=3.54
O 1.331 -0.999 -0.858 -0.768
C 1.604 -0.208 0.061 0.786
O 2.623 -0.192 0.714 -0.682
O 0.562 0.680 0.406 -0.378
P -0.755 0.406 -0.797 0.281
O -1.216 -1.008 -0.213 -0.456
O -1.964 1.254 0.034 -0.498
H -0.228 -1.403 -0.319 0.437
H -1.958 1.471 0.973 0.278

5
Properties=species:S:1:pos:R:3:mulliken_charge:R:1 method="wB97M-V/def2-TZVPD" energy_ha=-512.70033 charge=0 e_lumo_ha=0.012 orbital_gap_ev=10.590 smiles="O=CS" max_force_ev_per_a=3.40
O -1.633 -0.337 -0.042 -0.419
C -0.687 0.420 0.054 0.170
S 1.039 0.001 -0.045 -0.224
H -0.707 1.463 0.252 0.295
H 1.262 -1.301 0.475 0.178

6
Properties=species:S:1:pos:R:3:mulliken_charge:R:1 method="wB97M-V/def2-TZVPD" energy_ha=-1120.00309 charge=0 e_lumo_ha="-0.060 / -0.073" orbital_gap_ev="6.429 / 5.515" max_force_ev_per_a=1.55
C -0.491 -0.647 0.403 -0.291
P 0.435 0.654 0.118 0.018
P 4.136 -0.828 0.139 0.130
S 3.066 0.721 -0.177 -0.127
H 0.086 -1.490 0.676 0.195
H -0.358 1.669 -0.370 0.075

5
Properties=species:S:1:pos:R:3:mulliken_charge:R:1 method="wB97M-V/def2-TZVPD" energy_ha=-835.63398 charge=0 e_lumo_ha=-0.010 orbital_gap_ev=8.628 smiles="S=CS" max_force_ev_per_a=3.66
S -0.976 1.360 0.607 -0.249
C -0.255 0.003 0.490 -0.057
S 0.513 -0.927 -0.772 -0.154
H -0.065 -0.427 1.457 0.292
H 0.783 -0.009 -1.782 0.168

6
Properties=species:S:1:pos:R:3:mulliken_charge:R:1 method="wB97M-V/def2-TZVPD" energy_ha=-1233.85023 charge=0 e_lumo_ha=-0.003 orbital_gap_ev=9.550 max_force_ev_per_a=1.28
C 0.901 -0.688 -1.447 0.436
S 0.904 -2.133 -0.876 -0.215
S 0.973 0.782 -2.010 -0.213
S -0.896 0.099 1.538 -0.319
H -1.958 0.897 1.322 0.153
H 0.075 1.043 1.472 0.158

50
Properties=species:S:1:pos:R:3:mulliken_charge:R:1 method="wB97M-V/def2-TZVPD" energy_ha=-1261.72843 charge=-1 e_lumo_ha=0.067 orbital_gap_ev=8.056 max_force_ev_per_a=4.49
C 0.190 0.024 -0.119 0.824
O -0.392 1.306 -0.188 -0.003
H 0.683 -0.053 -1.083 0.057
H -0.504 -0.801 0.200 -0.229
H 0.871 0.104 0.640 -0.287
O -2.849 0.339 -1.973 -0.761
H -3.527 0.059 -1.326 0.313
H -2.285 0.987 -1.543 0.272
O 1.607 -1.943 2.769 -0.609
H 1.321 -2.781 2.437 0.285
H 0.825 -1.416 2.853 0.456
O 1.045 -1.751 -2.393 -0.775
H 0.200 -2.129 -2.360 0.145
H 0.876 -0.989 -1.869 0.352
O -0.501 4.047 -0.147 -0.642
H -0.537 3.076 -0.423 0.117
H -1.342 4.380 -0.413 0.254
O 0.046 2.023 -2.617 -0.803
H 0.701 1.472 -3.126 0.325
H -0.056 1.572 -1.761 0.058
O 3.102 -1.399 0.201 -0.643
H 3.516 -0.706 -0.274 0.368
H 2.407 -0.821 0.597 0.437
O -0.671 -3.472 -0.086 -0.671
H -1.026 -2.810 -0.701 0.390
H -0.813 -3.048 0.758 0.389
O -0.786 2.312 2.441 -0.747
H -0.632 1.931 1.543 0.354
H -1.621 1.895 2.683 0.270
O -2.738 0.717 1.482 -0.763
H -3.137 1.595 1.317 0.313
H -1.955 0.599 0.945 0.135
O -0.672 -0.314 3.301 -0.676
H -1.436 0.205 3.439 0.328
H -1.011 -1.033 2.748 0.211
O -2.019 -2.493 2.209 -0.700
H -2.257 -3.438 2.346 0.278
H -2.717 -2.103 1.664 0.299
O -1.753 -1.980 -2.209 -0.733
H -2.117 -1.107 -2.030 0.475
H -2.530 -2.621 -2.130 0.279
O 2.838 1.675 1.468 -0.659
H 2.003 1.568 0.960 0.276
H 2.654 1.394 2.340 0.339
O 3.824 -1.183 -2.886 -0.640
H 2.888 -1.204 -2.663 0.395
H 3.928 -2.032 -3.273 0.292
O 2.376 3.196 -1.195 -0.567
H 1.490 3.083 -1.462 0.356
H 2.483 4.078 -1.111 0.263

57
Properties=species:S:1:pos:R:3:mulliken_charge:R:1 method="wB97M-V/def2-TZVPD" energy_ha=-1469.44800 charge=0 e_lumo_ha=0.000 orbital_gap_ev=10.736 max_force_ev_per_a=1.50
C 0.849 -0.506 -1.095 0.316
N 1.522 -1.319 -1.887 -0.173
O 1.101 0.689 -0.895 -0.655
H 0.039 -0.921 -0.482 0.049
H 1.303 -2.302 -1.919 0.205
H 2.290 -0.993 -2.454 0.267
H 0.424 1.663 0.456 0.405
H -0.888 2.477 1.009 0.255
O -0.002 2.141 1.186 -0.574
H 0.392 -1.812 2.314 0.479
H -0.023 -2.707 3.458 0.317
O 0.165 -2.739 2.513 -0.705
H -3.503 1.303 -0.342 0.274
H -3.133 -0.149 -0.009 0.334
O -3.498 0.408 -0.710 -0.630
H 3.050 1.556 -1.550 0.295
H 3.969 1.498 -0.258 0.345
O 3.940 1.441 -1.217 -0.661
H -1.751 3.577 -0.524 0.411
H -3.167 3.714 -0.013 0.281
O -2.419 3.108 0.045 -0.693
H 0.192 4.318 -1.554 0.306
H -0.545 3.530 -2.576 0.346
O -0.717 4.099 -1.799 -0.707
H 1.074 3.121 2.102 0.464
H 0.734 4.056 3.256 0.296
O 1.490 3.640 2.830 -0.692
H -2.842 -2.408 -0.824 0.215
H -4.315 -2.421 -1.007 0.363
O -3.572 -3.036 -0.931 -0.611
H -2.970 0.123 -2.394 0.407
H -2.789 1.224 -3.440 0.295
O -2.662 0.280 -3.309 -0.644
H 3.520 0.051 3.019 0.448
H 3.703 -1.518 2.899 0.322
O 3.415 -0.804 3.480 -0.784
H -2.717 -2.299 1.351 0.358
H -1.432 -1.329 1.376 0.185
O -2.381 -1.405 1.460 -0.696
H 0.782 0.735 3.027 0.334
H 1.700 -0.442 3.229 0.400
O 0.738 -0.226 3.107 -0.728
H -1.126 -1.510 -3.907 0.286
H -1.891 -2.638 -3.107 0.303
O -1.042 -2.341 -3.435 -0.591
H -0.787 -4.071 -0.851 0.248
H -0.348 -3.542 0.564 0.225
O -0.392 -3.334 -0.379 -0.429
H 2.572 -4.072 0.941 0.277
H 1.793 -3.640 2.166 0.353
O 2.651 -3.502 1.713 -0.597
H 2.971 2.325 2.192 0.403
H 2.340 0.974 1.587 0.188
O 3.139 1.489 1.736 -0.644
H -0.775 1.174 -3.944 0.279
H 0.150 1.405 -2.753 0.410
O -0.322 1.867 -3.452 -0.729

9
Properties=species:S:1:pos:R:3:mulliken_charge:R:1 method="wB97M-V/def2-TZVPD" energy_ha=-415.03940 charge=0 e_lumo_ha=0.000 orbital_gap_ev=11.076 smiles=OB(O)C(F)F max_force_ev_per_a=3.57
O 0.803 -0.017 -1.271 -0.537
B -0.191 0.114 -0.360 0.587
O -1.266 0.907 -0.586 -0.542
C 0.264 -0.448 1.139 0.270
F -0.556 -0.062 2.243 -0.262
F 0.575 -1.777 1.182 -0.228
H 0.601 -0.086 -2.264 0.312
H -1.518 1.252 -1.516 0.315
H 1.288 0.116 1.431 0.085

13
Properties=species:S:1:pos:R:3:mulliken_charge:R:1 method="wB97M-V/def2-TZVPD" energy_ha=-841.00645 charge=+2 e_lumo_ha=-0.636 orbital_gap_ev=3.543 max_force_ev_per_a=2.82
Tl -2.119 -0.478 -2.233 1.190
B 1.109 0.810 -2.507 0.577
F 0.381 0.849 -1.277 -0.133
F 2.286 0.177 -2.188 -0.079
F 0.295 0.089 -3.394 -0.291
F 1.375 2.084 -2.939 -0.097
C -0.322 -1.050 2.420 -0.601
N -0.677 0.164 1.654 0.723
O -0.617 1.231 2.190 -0.181
O -1.017 0.072 0.474 -0.108
H 0.766 -1.119 2.506 0.341
H -0.693 -1.929 1.884 0.340
H -0.766 -0.899 3.409 0.319

9
Properties=species:S:1:pos:R:3:mulliken_charge:R:1 method="wB97M-V/def2-TZVPD" energy_ha=-6012.86851 charge=0 e_lumo_ha="-0.079 / -0.123" orbital_gap_ev="7.182 / 4.684" max_force_ev_per_a=3.38
C 0.209 -0.906 -0.870 0.077
O -0.059 -0.508 0.413 0.043
Si -0.123 0.686 1.432 0.378
Cl -1.395 0.489 2.927 -0.117
Br 1.821 1.395 2.143 -0.115
Br -1.374 1.833 -2.363 -0.447
H -0.162 -2.036 -0.864 0.193
H 1.294 -0.836 -1.319 0.204
H -0.210 -0.116 -1.500 -0.216